Formula: C4H6N2
Source: OMol25
Level of theory: ωB97M-V/def2-TZVPD

Properties
HOMO level = -9.7 eV
Orbital gap = 10.55 eV
Energy relative to the best compared isomer or geometry (same formula, charge and spin) = 63.00 kcal per mole
DFT total energy = -7222.8589 eV

Positions of all 12 atoms, in Å:
N: -0.417 2.736 0.059
N: -1.218 -0.090 0.894
C: 0.000 0.200 -0.073
C: -0.982 -0.884 -0.275
C: 1.480 -0.243 0.007
C: -0.261 1.616 -0.198
H: -1.963 0.582 0.642
H: -1.656 -0.954 -1.114
H: 2.177 0.545 0.305
H: 1.806 -0.573 -0.997
H: 1.618 -1.109 0.662
H: -0.583 -1.826 0.087

natural (NBO) atomic charge list, values in e, 4 entries: number 1, N, carries -0.32; number 2, N, carries -0.52; number 3, C, carries -0.03; number 4, C, carries -0.24

Formula: C5H8
Source: OMol25
Level of theory: ωB97M-V/def2-TZVPD

Properties
HOMO level = -8.4 eV
Orbital gap = 9.37 eV
Energy relative to the best compared isomer or geometry (same formula, charge and spin) = 32.81 kcal per mole
DFT total energy = -5312.7440 eV

Positions of all 13 atoms, in Å:
C: -1.679 -0.148 -0.041
C: -0.309 -0.661 -0.181
C: 0.831 -0.013 0.095
C: -2.150 1.089 0.128
C: 2.278 -0.444 0.093
H: 2.296 -1.505 0.341
H: -3.180 1.275 -0.158
H: -1.504 1.930 0.365
H: -2.437 -0.931 0.002
H: 0.690 1.078 0.142
H: -0.262 -1.598 -0.724
H: 2.674 -0.258 -0.903
H: 2.752 0.186 0.840

natural (NBO) atomic charge list, values in e, 4 entries: number 1, C, carries -0.21; number 2, C, carries -0.26; number 3, C, carries -0.12; number 4, C, carries -0.39

Formula: C4H15BrNO5
Source: OMol25
Level of theory: ωB97M-V/def2-TZVPD

Properties
Expectation value of S² = 0.754
Multiplicity = 2
HOMO level (alpha / beta) = 2.3 / -1.2 eV
Orbital gap (alpha / beta) = 3.34 / 6.87 eV
Charge = -2
DFT total energy = -86157.7263 eV

Positions of all 26 atoms, in Å:
Br: -0.793 -0.469 1.767
O: 2.076 2.204 -2.196
O: -3.875 0.245 0.839
O: 0.102 -2.386 -0.975
O: 2.040 2.927 -0.094
O: 2.772 -0.300 2.146
N: 1.496 2.440 -1.137
C: -0.358 -3.459 -0.135
C: 3.334 -0.229 0.831
C: -3.599 1.060 -0.310
C: 0.047 2.006 -0.917
H: -1.307 -3.865 -0.485
H: -2.973 0.007 1.065
H: -0.369 1.600 -1.839
H: 4.307 0.252 0.734
H: 0.361 -4.277 -0.093
H: 0.027 -1.647 -0.367
H: 0.046 1.283 -0.102
H: -2.658 0.700 -0.727
H: -3.375 2.049 0.090
H: -4.430 1.029 -1.014
H: 3.456 -1.276 0.552
H: 2.671 0.334 0.174
H: 1.846 -0.088 2.008
H: -0.430 -3.114 0.897
H: -0.414 2.973 -0.713

natural (NBO) atomic charge list, values in e, 4 entries: number 1, Br, carries -0.92; number 2, O, carries -0.68; number 3, O, carries -0.78; number 4, O, carries -0.75

Formula: C14H16
Source: OMol25
Level of theory: ωB97M-V/def2-TZVPD

Properties
HOMO level = -8.9 eV
Orbital gap = 9.80 eV
Energy relative to the best compared isomer or geometry (same formula, charge and spin) = 17.12 kcal per mole
DFT total energy = -14777.0230 eV

Positions of all 30 atoms, in Å:
C: -1.417 0.310 -2.266
C: -2.520 2.435 -1.980
C: 0.397 -1.637 3.270
C: 2.774 -2.081 -0.292
C: 2.620 -0.839 0.331
C: -2.243 1.338 -2.748
C: 1.878 -0.764 1.496
C: 1.198 -3.050 1.305
C: 1.184 -1.864 2.011
C: 2.069 -3.177 0.222
C: -0.983 1.678 -0.299
C: -0.749 0.524 -1.091
C: -1.828 2.676 -0.773
C: -2.027 3.928 0.024
H: -1.453 -0.664 -2.735
H: 0.063 -2.588 3.683
H: 0.851 -1.022 4.051
H: 0.532 -3.880 1.503
H: -0.283 1.802 0.508
H: 2.008 0.131 2.096
H: -2.804 4.601 -0.333
H: 2.987 0.083 -0.102
H: -0.104 -0.172 -0.563
H: -2.353 3.605 1.019
H: -0.482 -0.998 3.092
H: 3.314 -2.217 -1.216
H: -1.088 4.473 0.116
H: -3.234 3.191 -2.286
H: -2.743 1.127 -3.687
H: 2.248 -4.142 -0.234

natural (NBO) atomic charge list, values in e, 4 entries: number 1, C, carries -0.24; number 2, C, carries -0.23; number 3, C, carries -0.64; number 4, C, carries -0.23

Formula: CN2O3
Source: OMol25
Level of theory: ωB97M-V/def2-TZVPD

Properties
HOMO level = -11.2 eV
Orbital gap = 9.51 eV
Energy relative to the best compared isomer or geometry (same formula, charge and spin) = 109.84 kcal per mole
DFT total energy = -10153.8614 eV

Positions of all 6 atoms, in Å:
O: 0.514 -1.194 -1.687
O: -1.003 0.243 -1.256
O: 0.679 -0.138 0.389
N: -0.100 -0.415 -1.091
N: -0.270 1.063 2.252
C: 0.181 0.442 1.393

natural (NBO) atomic charge list, values in e, 4 entries: number 1, O, carries -0.21; number 2, O, carries -0.19; number 3, O, carries -0.52; number 4, N, carries 0.78

Formula: C2H6IN
Source: OMol25
Level of theory: ωB97M-V/def2-TZVPD

Properties
HOMO level (alpha / beta) = -8.8 / -8.4 eV
Orbital gap (alpha / beta) = 8.92 / 7.86 eV
Energy relative to the best compared isomer or geometry (same formula, charge and spin) = 78.74 kcal per mole
DFT total energy = -11757.2503 eV

Positions of all 10 atoms, in Å:
I: 2.045 1.287 0.945
N: 1.021 -0.072 -0.032
C: -1.150 1.132 -1.019
C: 0.376 -1.218 0.640
H: -1.383 1.619 -0.129
H: -0.031 -1.091 1.627
H: 1.234 -1.832 0.868
H: -0.462 1.687 -1.590
H: -1.441 0.124 -1.169
H: -0.210 -1.636 -0.140

natural (NBO) atomic charge list, values in e, 4 entries: number 1, I, carries 0.33; number 2, N, carries -0.53; number 3, C, carries -0.45; number 4, C, carries -0.48

Formula: C6H12O2
Source: OMol25
Level of theory: ωB97M-V/def2-TZVPD

Properties
HOMO level = -9.3 eV
Orbital gap = 9.85 eV
Energy relative to the best compared isomer or geometry (same formula, charge and spin) = 68.41 kcal per mole
DFT total energy = -10509.3403 eV

Positions of all 20 atoms, in Å:
O: 1.765 1.048 1.540
O: -4.653 -0.222 5.162
C: 0.820 -0.299 -2.445
C: 0.614 0.227 1.336
C: -0.416 0.078 -3.224
C: 1.656 -1.192 -2.907
C: 0.363 -0.017 -0.111
C: 1.059 0.421 -1.147
H: 2.564 -1.622 -2.476
H: -0.442 -0.728 -0.218
H: -0.330 0.978 -3.826
H: -0.811 -0.784 -3.758
H: 1.864 1.141 -1.133
H: -1.204 0.339 -2.505
H: -0.178 0.606 1.987
H: -4.213 -0.769 5.824
H: 0.764 -0.690 1.931
H: -3.968 -0.102 4.496
H: 1.569 -1.820 -3.794
H: 2.544 0.568 1.247

natural (NBO) atomic charge list, values in e, 4 entries: number 1, O, carries -0.72; number 2, O, carries -0.93; number 3, C, carries -0.01; number 4, C, carries -0.11

Formula: C12H19BF4IN4OV
Source: OMol25
Level of theory: ωB97M-V/def2-TZVPD

Properties
Expectation value of S² = 2.111
Multiplicity = 3
HOMO level (alpha / beta) = 2.1 / 0.9 eV
Orbital gap (alpha / beta) = 1.88 / 3.70 eV
Charge = -2
Energy relative to the best compared isomer or geometry (same formula, charge and spin) = 54.87 kcal per mole
DFT total energy = -66096.3938 eV

Positions of all 43 atoms, in Å:
I: -0.162 1.601 -2.844
V: 0.398 0.249 -0.603
F: -1.755 0.272 2.864
F: 0.062 0.828 4.221
F: -0.252 -1.363 3.527
F: 0.389 0.234 1.970
O: 3.183 0.974 -1.378
N: 0.128 -2.855 -0.746
N: 1.769 -2.356 0.560
N: -0.384 2.843 0.845
N: -2.136 1.995 -0.091
C: 2.692 -1.626 1.409
C: 2.098 0.657 -1.050
C: 0.750 0.175 -4.274
C: -1.004 -2.727 -1.632
C: -1.453 3.652 1.185
C: -3.058 1.081 -0.735
C: 0.931 3.037 1.428
C: -0.805 1.811 0.078
C: -2.551 3.122 0.594
C: 1.590 -3.726 0.646
C: 0.849 -1.796 -0.270
C: 0.561 -4.042 -0.179
B: -0.437 -0.018 3.235
H: 2.167 -1.279 2.305
H: -0.713 -2.312 -2.614
H: 0.977 0.782 -5.142
H: -0.072 -0.511 -4.459
H: 0.104 -4.999 -0.364
H: 2.158 -4.353 1.312
H: 1.611 -0.318 -3.859
H: -1.334 4.517 1.817
H: -3.569 3.472 0.606
H: -1.432 -3.726 -1.790
H: 1.013 4.086 1.742
H: 1.044 2.410 2.319
H: -3.712 1.620 -1.431
H: 3.509 -2.288 1.711
H: -1.756 -2.047 -1.189
H: 3.103 -0.779 0.849
H: 1.715 2.809 0.698
H: -3.695 0.589 0.020
H: -2.517 0.303 -1.290

natural (NBO) atomic charge list, values in e, 4 entries: number 1, I, carries -0.53; number 2, V, carries 0.07; number 3, F, carries -0.57; number 4, F, carries -0.57

Formula: C74H187N13O24
Source: OMol25
Level of theory: ωB97M-V/def2-TZVPD

Properties
HOMO level = -8.2 eV
Orbital gap = 8.76 eV
Energy relative to the best compared isomer or geometry (same formula, charge and spin) = 11.80 kcal per mole
DFT total energy = -148262.5183 eV

Positions of all 298 atoms, in Å:
O: 27.413 17.558 19.736
O: 16.384 19.391 16.093
O: 24.412 27.150 20.258
O: 16.233 24.832 15.337
O: 18.496 29.240 20.166
O: 21.168 12.658 16.124
O: 22.638 22.592 22.957
O: 16.403 21.603 20.151
O: 24.549 20.075 12.172
O: 20.753 18.593 21.367
O: 17.884 24.496 10.506
O: 21.013 21.050 16.347
O: 10.802 25.145 19.282
O: 22.465 17.438 14.869
O: 20.754 25.544 19.326
O: 19.890 26.205 14.059
O: 19.089 15.738 24.761
O: 21.721 21.883 10.648
O: 13.968 19.031 20.782
O: 24.630 26.504 14.570
O: 27.036 22.442 16.775
O: 27.332 15.560 15.540
O: 13.956 22.406 11.921
O: 18.346 31.504 10.510
N: 15.631 17.637 18.600
N: 19.211 22.349 12.034
N: 13.925 22.952 19.061
N: 19.258 28.850 11.526
N: 18.085 26.603 18.935
N: 24.267 22.965 16.754
N: 26.104 22.187 21.686
N: 24.290 23.420 13.608
N: 21.356 15.567 16.840
N: 18.183 17.293 22.319
N: 26.085 24.108 19.054
N: 25.937 17.517 17.318
N: 14.669 25.144 12.717
C: 14.985 26.237 13.689
C: 17.199 23.332 10.965
C: 17.162 27.785 18.809
C: 24.813 20.453 22.849
C: 17.655 32.551 11.146
C: 25.905 25.528 19.312
C: 22.466 16.498 17.164
C: 12.556 23.380 19.294
C: 19.238 30.451 20.301
C: 21.983 22.173 16.406
C: 27.760 23.058 15.752
C: 27.542 23.872 18.794
C: 26.067 17.601 15.879
C: 25.485 19.077 11.932
C: 16.925 17.736 17.865
C: 20.472 13.335 17.183
C: 10.657 26.344 20.034
C: 12.203 24.817 18.993
C: 16.628 17.963 16.329
C: 17.076 25.624 10.185
C: 19.285 16.837 21.448
C: 16.392 19.751 14.783
C: 19.916 17.885 20.515
C: 24.000 22.364 12.592
C: 23.971 22.888 22.656
C: 13.271 24.677 12.595
C: 15.045 25.626 15.119
C: 21.223 14.466 17.821
C: 22.500 17.744 16.270
C: 13.078 23.472 11.555
C: 27.290 16.968 21.052
C: 26.430 18.518 19.466
C: 17.915 29.379 11.720
C: 19.690 21.552 15.982
C: 17.786 21.502 19.909
C: 17.483 16.194 23.004
C: 23.159 27.540 20.523
C: 14.471 17.686 20.676
C: 23.558 25.569 14.625
C: 26.133 16.190 15.131
C: 22.022 23.642 23.616
C: 23.388 21.841 16.918
C: 22.725 21.628 9.636
C: 22.291 11.930 16.532
C: 18.262 15.143 23.806
C: 18.112 22.164 11.035
C: 16.401 24.303 16.633
C: 22.445 18.657 14.121
C: 14.214 21.535 19.248
C: 20.099 14.925 25.363
C: 25.073 21.317 12.657
C: 24.759 21.736 21.955
C: 23.293 24.526 13.532
C: 21.403 24.322 19.587
C: 26.402 18.758 17.955
C: 27.641 22.542 18.075
C: 17.840 29.170 18.898
C: 15.841 17.612 20.032
C: 17.596 30.295 10.491
C: 20.085 21.161 12.304
C: 19.578 24.816 14.212
C: 13.616 21.122 11.427
C: 24.419 25.876 19.622
C: 15.673 21.265 18.938
C: 24.923 27.149 15.788
C: 19.161 26.862 13.011
C: 20.950 20.833 11.090
C: 23.416 21.445 18.336
C: 27.599 14.418 14.731
C: 21.746 19.382 20.711
C: 19.821 28.161 12.735
C: 20.179 25.522 18.007
C: 12.725 19.102 21.469
C: 19.224 26.690 17.957
H: 24.948 18.129 11.911
H: 17.881 29.785 9.570
H: 25.235 15.637 15.406
H: 21.594 19.301 14.341
H: 21.602 24.474 20.648
H: 23.318 18.434 16.478
H: 15.798 20.184 18.886
H: 22.623 27.669 19.583
H: 23.204 24.924 12.522
H: 20.856 28.001 12.433
H: 24.330 21.537 20.973
H: 15.943 26.695 13.445
H: 26.958 18.163 15.602
H: 23.764 20.163 22.914
H: 22.676 26.944 21.297
H: 14.601 17.381 21.715
H: 27.955 24.110 15.959
H: 15.001 26.458 15.822
H: 15.028 18.413 18.365
H: 11.212 26.306 20.972
H: 28.041 23.835 19.762
H: 23.149 22.602 9.390
H: 18.997 20.712 15.929
H: 16.504 27.743 17.941
H: 24.506 23.155 23.568
H: 26.394 16.393 21.286
H: 20.784 14.625 24.570
H: 13.979 20.931 10.417
H: 23.379 19.215 14.198
H: 15.547 23.705 16.950
H: 27.379 17.792 21.760
H: 19.646 14.021 25.771
H: 21.580 19.989 11.372
H: 20.536 15.450 26.211
H: 15.690 19.255 14.113
H: 12.324 20.112 21.390
H: 26.213 19.050 12.742
H: 20.734 14.896 18.695
H: 12.901 24.342 13.564
H: 26.042 16.355 14.057
H: 19.741 23.091 11.599
H: 19.848 28.807 13.612
H: 24.208 23.198 15.773
H: 25.414 23.742 18.394
H: 17.402 19.735 14.374
H: 16.715 23.548 11.918
H: 23.924 25.130 20.245
H: 19.977 16.332 22.122
H: 20.190 12.585 17.921
H: 17.851 30.027 12.594
H: 24.421 21.275 18.722
H: 26.496 25.911 20.144
H: 19.691 30.429 21.292
H: 22.377 18.273 13.103
H: 19.454 20.300 12.522
H: 18.013 22.145 19.059
H: 25.927 21.627 12.054
H: 15.946 21.685 17.970
H: 27.223 22.978 14.807
H: 25.425 19.661 22.416
H: 12.455 23.274 20.374
H: 19.729 22.082 15.031
H: 12.050 23.125 11.455
H: 27.836 14.745 13.718
H: 23.603 25.145 15.628
H: 14.576 23.433 19.664
H: 17.479 21.334 11.349
H: 12.006 22.681 18.664
H: 26.707 13.793 14.679
H: 25.346 21.218 13.708
H: 23.242 28.505 21.022
H: 26.683 19.420 20.022
H: 17.101 28.655 11.727
H: 22.343 24.009 13.664
H: 16.427 27.708 19.610
H: 19.836 29.639 11.271
H: 28.747 22.607 15.656
H: 16.493 18.435 20.326
H: 26.577 22.556 22.499
H: 24.031 22.683 11.550
H: 17.562 14.423 24.228
H: 16.408 25.288 9.392
H: 13.773 16.957 20.263
H: 13.467 23.726 10.569
H: 9.582 26.423 20.197
H: 17.490 17.579 15.783
H: 18.299 33.431 11.158
H: 16.724 16.667 23.627
H: 12.681 18.768 22.506
H: 16.757 32.934 10.662
H: 22.684 26.219 14.651
H: 22.206 14.144 18.166
H: 22.211 24.630 23.196
H: 23.098 21.820 12.871
H: 23.995 23.734 21.970
H: 18.892 14.570 23.125
H: 19.315 22.242 16.737
H: 23.692 20.998 16.298
H: 21.497 15.313 15.873
H: 25.989 19.152 10.969
H: 17.320 23.719 16.682
H: 16.337 23.144 10.325
H: 24.032 27.594 16.231
H: 27.052 21.809 18.626
H: 22.873 20.503 18.405
H: 14.056 20.319 12.018
H: 18.119 26.939 13.321
H: 21.007 25.680 17.316
H: 22.097 22.597 15.409
H: 16.516 30.391 10.377
H: 12.906 25.499 19.471
H: 18.357 21.868 20.762
H: 17.073 29.943 18.858
H: 26.022 22.857 20.935
H: 22.886 22.156 18.969
H: 28.193 16.384 21.233
H: 20.340 17.297 19.701
H: 12.548 20.909 11.487
H: 22.362 24.163 19.093
H: 18.498 26.513 19.852
H: 20.234 24.187 13.611
H: 26.043 26.127 18.412
H: 18.584 17.935 22.987
H: 16.256 16.663 20.372
H: 18.570 29.206 18.088
H: 16.619 26.023 11.090
H: 18.845 16.067 20.814
H: 20.964 23.391 23.690
H: 28.402 13.854 15.206
H: 25.262 26.388 16.491
H: 27.974 24.623 18.132
H: 18.005 20.466 19.649
H: 22.532 11.144 15.817
H: 15.289 24.410 13.028
H: 22.456 23.792 24.604
H: 22.411 19.898 21.404
H: 17.615 26.456 9.731
H: 18.656 31.361 20.153
H: 22.419 16.780 18.216
H: 23.199 12.532 16.578
H: 25.213 18.203 15.568
H: 16.942 15.642 22.236
H: 20.651 21.361 13.214
H: 20.358 20.474 10.249
H: 18.546 21.960 10.056
H: 25.802 19.636 17.715
H: 21.547 23.002 16.964
H: 12.289 24.930 17.912
H: 16.589 25.107 17.344
H: 22.237 21.251 8.737
H: 13.525 21.069 18.544
H: 23.411 15.974 17.021
H: 19.671 24.483 15.246
H: 14.287 27.073 13.726
H: 25.182 20.703 23.843
H: 23.890 25.837 18.670
H: 13.918 21.346 20.280
H: 17.532 18.558 18.245
H: 14.132 25.059 15.300
H: 17.486 16.809 17.991
H: 20.033 30.536 19.561
H: 11.058 27.251 19.581
H: 11.954 18.529 20.955
H: 18.937 26.661 16.906
H: 19.521 13.666 16.765
H: 21.329 20.096 20.001
H: 19.172 26.212 12.137
H: 12.587 25.484 12.333
H: 25.449 18.205 19.823
H: 17.471 32.232 12.172
H: 19.127 18.483 20.059
H: 28.613 22.049 18.042
H: 25.204 22.598 16.834
H: 26.400 16.727 17.745
H: 19.879 27.562 17.951
H: 21.599 18.324 16.471
H: 25.200 23.779 13.357
H: 18.553 24.521 13.985
H: 16.013 20.772 14.733
H: 25.596 27.983 15.588
H: 22.200 11.580 17.561
H: 27.429 19.049 17.737
H: 22.320 18.701 20.082
H: 19.694 24.565 17.814
H: 20.705 23.542 19.283
H: 23.438 20.899 10.020
H: 15.774 17.388 15.970

Löwdin atomic charge list, values in e, 4 entries: number 1, O, carries -0.19; number 2, O, carries -0.20; number 3, O, carries -0.16; number 4, O, carries -0.20